Formula: C8H20FNO5PS2
Source: the OMol25 dataset
Level of theory: wB97M-V/def2-TZVPD

Its net charge is -1. The LUMO energy is 0.1021 hartree. The value obtained for the orbital gap is 7.452 eV.

Geometry as XYZ:
```
38
Properties=species:S:1:pos:R:3:nbo_charge:R:1
C 2.29 -1.41 1.22 -0.627
C 3.60 -0.59 1.15 -0.703
P 3.51 1.10 0.38 0.497
C 3.38 1.03 -1.48 -0.692
C 3.26 -0.39 -2.07 -0.616
S 1.94 2.28 1.24 1.987
O 1.65 1.73 2.58 -0.969
O 2.52 3.63 1.37 -0.966
N 0.63 2.47 0.25 -1.180
S -0.22 1.08 -0.01 2.235
O 0.33 0.37 -1.19 -1.022
O -0.45 0.22 1.15 -0.969
C -1.88 1.63 -0.54 -0.682
C -2.45 0.76 -1.66 0.212
C -2.51 -0.74 -1.29 -0.663
F -3.75 1.17 -1.97 -0.387
H 2.53 -2.48 1.39 0.180
H 1.67 -1.08 2.06 0.242
H 1.69 -1.37 0.30 0.225
H 4.40 -1.19 0.69 0.223
H 3.93 -0.42 2.18 0.239
H 4.33 1.45 -1.85 0.212
H 2.59 1.70 -1.83 0.262
H 2.31 -0.87 -1.82 0.238
H 4.10 -1.04 -1.80 0.189
H 3.27 -0.28 -3.17 0.198
H -2.54 1.51 0.33 0.232
H -1.89 2.69 -0.83 0.245
H -1.82 0.83 -2.56 0.174
H -1.65 -1.26 -1.75 0.226
H -2.49 -0.92 -0.20 0.247
H -3.41 -1.21 -1.72 0.209
C -5.09 -1.98 1.94 -0.244
O -4.02 -1.27 1.32 -0.719
H -5.48 -2.69 1.22 0.178
H -4.73 -2.52 2.82 0.159
H -5.88 -1.29 2.24 0.157
H -3.68 -0.64 1.97 0.473
```

Formula: C4H4CoO4
Source: the OMol25 dataset
Level of theory: wB97M-V/def2-TZVPD

Its net charge is +2. Its multiplicity is 4. The LUMO energy (spin up / spin down) is -0.3954 / -0.5121 hartree. The value obtained for the orbital gap (spin up / spin down) is 9.868 / 6.650 eV.

Geometry as XYZ:
```
13
Properties=species:S:1:pos:R:3:nbo_charge:R:1
O 0.10 1.56 -3.40 -0.186
C 0.09 0.89 -2.45 0.414
Co 0.13 0.11 -0.89 1.143
C 1.46 -0.98 -1.35 0.424
C -1.26 -0.92 -1.28 0.422
O 2.45 -1.60 -1.29 -0.199
O -2.24 -1.54 -1.26 -0.203
C -0.34 0.18 2.19 -0.267
O 0.35 0.72 1.07 -0.786
H -1.39 0.11 1.91 0.206
H -0.20 0.80 3.09 0.257
H -0.01 -0.84 2.35 0.217
H 0.88 1.51 1.31 0.559
```

Formula: C72H164F16N22O38S16
Source: the OMol25 dataset
Level of theory: wB97M-V/def2-TZVPD

Its net charge is +2. The LUMO energy is -0.1008 hartree. The value obtained for the orbital gap is 8.434 eV.

Geometry as XYZ:
```
328
Properties=species:S:1:pos:R:3:lowdin_charge:R:1
C -7.42 -2.22 -3.81 -0.051
C -7.66 -1.07 -2.90 -0.178
N -8.13 0.18 -3.57 -0.280
C -9.25 -0.08 -4.44 -0.014
C -8.52 1.21 -2.56 -0.218
C -9.67 0.98 -1.69 -0.062
C -7.00 0.84 -4.32 -0.062
C -5.75 1.37 -3.54 -0.180
O -5.94 2.77 -3.44 -0.193
C -4.71 3.43 -3.04 -0.041
H -6.82 -3.02 -3.31 0.111
H -6.88 -1.91 -4.70 0.075
H -8.36 -2.60 -4.22 0.080
H -6.75 -0.83 -2.37 0.081
H -8.34 -1.28 -2.05 0.145
H -9.80 0.88 -4.49 0.125
H -9.96 -0.85 -4.07 0.133
H -8.94 -0.40 -5.44 0.118
H -8.70 2.05 -3.16 0.123
H -7.72 1.47 -1.90 0.100
H -9.73 1.89 -1.13 0.066
H -9.61 0.09 -1.02 0.102
H -10.68 0.96 -2.15 0.098
H -7.40 1.75 -4.83 0.151
H -6.65 0.13 -5.18 0.159
H -4.95 1.14 -4.25 0.134
H -5.69 0.90 -2.55 0.098
H -4.76 4.51 -3.16 0.104
H -3.94 3.05 -3.62 0.040
H -4.51 3.20 -1.99 0.076
C -6.38 5.85 3.85 -0.045
C -7.71 5.28 3.32 -0.124
N -7.94 5.44 1.81 -0.263
C -7.45 6.74 1.31 -0.006
C -7.23 4.33 1.08 -0.161
C -7.45 4.25 -0.44 -0.026
C -9.46 5.49 1.49 -0.082
C -10.23 4.43 2.21 -0.211
O -9.80 3.14 1.77 -0.220
C -10.21 1.96 2.49 -0.050
H -6.47 6.93 4.13 0.101
H -5.55 5.79 3.16 0.035
H -6.25 5.35 4.77 0.069
H -8.59 5.73 3.82 0.140
H -7.59 4.21 3.51 0.128
H -7.74 7.52 2.03 0.125
H -7.83 6.90 0.27 0.120
H -6.35 6.71 1.33 0.097
H -7.46 3.39 1.59 0.109
H -6.18 4.60 1.33 0.104
H -6.56 3.68 -0.81 0.079
H -7.44 5.21 -0.96 0.079
H -8.33 3.61 -0.74 0.082
H -9.65 5.40 0.40 0.145
H -9.80 6.44 1.85 0.136
H -11.26 4.61 1.87 0.135
H -10.30 4.49 3.32 0.132
H -10.94 1.46 1.84 0.092
H -10.75 2.22 3.38 0.077
H -9.30 1.34 2.65 0.100
C 1.72 -2.51 -6.84 -0.032
C 0.58 -1.97 -6.05 -0.210
N -0.81 -2.11 -6.55 -0.272
C -1.62 -1.01 -5.89 0.051
C -0.91 -1.97 -8.01 -0.177
C -0.43 -0.66 -8.52 -0.055
C -1.15 -3.49 -6.01 -0.056
C -2.53 -4.11 -6.45 -0.130
O -3.65 -3.49 -5.78 -0.204
C -3.89 -3.81 -4.43 -0.094
H 2.63 -2.23 -6.34 0.078
H 1.71 -2.08 -7.83 0.086
H 1.73 -3.58 -6.88 0.085
H 0.77 -0.89 -5.93 0.113
H 0.52 -2.37 -5.02 0.122
H -2.65 -1.41 -5.87 0.113
H -1.49 -0.04 -6.41 0.104
H -1.26 -0.95 -4.84 0.112
H -1.97 -2.10 -8.13 0.125
H -0.37 -2.77 -8.44 0.127
H -0.38 -0.71 -9.61 0.104
H 0.43 -0.28 -8.01 0.056
H -1.18 0.15 -8.47 0.097
H -1.23 -3.31 -4.91 0.126
H -0.34 -4.17 -6.25 0.139
H -2.48 -5.18 -6.10 0.141
H -2.73 -4.14 -7.55 0.135
H -4.45 -3.01 -3.98 0.075
H -3.08 -4.07 -3.83 0.038
H -4.49 -4.71 -4.31 0.093
C -0.72 -5.32 2.03 -0.056
C -2.25 -5.08 1.90 -0.104
N -2.82 -4.09 2.93 -0.259
C -2.54 -4.49 4.33 0.026
C -2.07 -2.76 2.72 -0.143
C -2.65 -1.52 3.44 -0.046
C -4.27 -3.86 2.61 -0.078
C -5.26 -4.99 3.02 -0.164
O -5.61 -4.81 4.39 -0.200
C -6.26 -5.79 5.18 -0.082
H -0.44 -5.96 1.20 0.057
H -0.41 -5.89 2.94 0.104
H -0.21 -4.38 1.91 0.053
H -2.90 -5.91 2.06 0.106
H -2.55 -4.65 0.94 0.127
H -1.47 -4.50 4.49 0.081
H -2.98 -5.47 4.56 0.118
H -2.93 -3.74 5.03 0.110
H -2.05 -2.58 1.65 0.104
H -1.07 -2.98 3.13 0.082
H -1.85 -0.79 3.49 0.066
H -3.01 -1.59 4.51 0.105
H -3.40 -1.01 2.82 0.065
H -4.35 -3.57 1.54 0.151
H -4.54 -3.02 3.24 0.116
H -4.88 -5.99 2.77 0.121
H -6.03 -4.84 2.28 0.118
H -6.37 -5.26 6.10 0.084
H -5.69 -6.73 5.32 0.095
H -7.21 -6.08 4.71 0.094
C 1.40 7.31 -4.54 -0.055
C 2.55 6.36 -4.42 -0.154
N 2.95 6.03 -2.97 -0.226
C 3.96 4.90 -3.03 0.036
C 3.58 7.19 -2.28 -0.177
C 4.73 7.78 -3.02 -0.051
C 1.68 5.53 -2.28 -0.095
C 1.90 5.14 -0.89 -0.182
O 2.54 3.85 -0.91 -0.205
C 2.58 3.31 0.42 -0.055
H 0.45 6.85 -4.25 0.079
H 1.17 7.53 -5.61 0.110
H 1.63 8.24 -4.07 0.075
H 3.37 6.85 -4.87 0.097
H 2.35 5.39 -4.88 0.102
H 4.26 4.71 -2.00 0.081
H 4.75 5.29 -3.68 0.116
H 3.53 4.00 -3.45 0.091
H 3.91 6.86 -1.29 0.110
H 2.81 7.94 -2.10 0.136
H 5.08 8.59 -2.42 0.095
H 4.47 8.13 -4.04 0.093
H 5.57 7.14 -3.08 0.073
H 1.45 4.61 -2.86 0.116
H 0.83 6.20 -2.31 0.135
H 0.91 4.96 -0.46 0.134
H 2.41 5.92 -0.31 0.141
H 1.61 3.18 0.75 0.041
H 3.07 3.94 1.11 0.081
H 3.01 2.30 0.42 0.087
C 1.42 2.53 5.80 -0.045
C 0.37 1.73 6.60 -0.089
N 0.99 1.15 7.94 -0.256
C 2.33 0.54 7.65 0.007
C 1.18 2.21 8.96 -0.201
C 1.72 1.75 10.33 -0.051
C 0.05 0.05 8.38 -0.078
C -1.32 0.46 8.89 -0.154
O -2.14 0.73 7.72 -0.199
C -3.39 1.25 7.99 -0.122
H 2.17 1.88 5.35 0.069
H 1.89 3.24 6.44 0.064
H 0.98 3.05 4.95 0.064
H 0.04 0.84 6.05 0.115
H -0.49 2.42 6.86 0.149
H 2.61 -0.12 8.47 0.107
H 3.03 1.38 7.52 0.123
H 2.27 -0.14 6.80 0.079
H 0.28 2.75 9.14 0.115
H 1.86 2.96 8.57 0.123
H 2.72 1.31 10.21 0.083
H 1.05 1.09 10.92 0.088
H 1.87 2.73 10.85 0.105
H 0.60 -0.42 9.22 0.139
H 0.12 -0.67 7.59 0.108
H -1.42 1.29 9.60 0.125
H -1.77 -0.31 9.53 0.136
H -3.98 0.69 8.73 0.096
H -4.00 1.20 7.06 0.110
H -3.35 2.27 8.26 0.071
C -0.85 1.71 -0.24 -0.046
C -0.53 0.38 -0.81 -0.131
N 0.99 0.17 -0.92 0.044
C 1.85 0.94 -1.67 -0.028
C 3.03 0.30 -1.61 -0.013
N 2.88 -0.81 -0.77 -0.031
C 1.65 -0.84 -0.49 -0.144
C 3.77 -1.86 -0.36 0.031
H -1.90 2.06 -0.20 0.086
H -0.36 2.39 -0.90 0.053
H -0.45 1.83 0.73 0.060
H -0.87 0.27 -1.82 0.075
H -0.93 -0.40 -0.18 0.109
H 1.44 1.83 -2.14 0.115
H 4.02 0.66 -1.87 0.132
H 1.27 -1.58 0.21 0.139
H 4.74 -1.48 -0.55 0.091
H 3.63 -2.75 -1.00 0.108
H 3.70 -2.05 0.72 0.074
C 2.16 -11.22 -0.30 -0.055
C 3.44 -10.53 -0.71 -0.156
N 3.60 -9.35 0.11 -0.049
C 4.46 -9.07 1.16 0.000
C 4.21 -7.84 1.70 0.031
N 3.26 -7.33 0.81 -0.048
C 2.84 -8.26 -0.06 -0.009
C 2.51 -6.04 0.90 0.041
H 2.16 -11.49 0.73 0.069
H 1.87 -12.09 -0.88 0.081
H 1.30 -10.53 -0.51 0.092
H 3.38 -10.20 -1.73 0.130
H 4.35 -11.14 -0.58 0.139
H 5.25 -9.80 1.40 0.147
H 4.70 -7.33 2.48 0.128
H 1.94 -8.16 -0.61 0.113
H 3.24 -5.19 0.86 0.099
H 1.97 -5.88 1.87 0.105
H 1.93 -5.94 0.02 0.042
C 8.65 0.08 -5.16 -0.048
C 8.32 -0.82 -3.98 -0.146
N 6.89 -1.20 -3.96 -0.018
C 5.83 -0.31 -3.95 -0.013
C 4.72 -1.07 -3.98 -0.040
N 5.10 -2.41 -3.94 -0.032
C 6.42 -2.44 -3.98 -0.016
C 4.13 -3.55 -3.96 -0.004
H 9.72 0.29 -5.13 0.093
H 8.17 1.02 -5.04 0.064
H 8.25 -0.45 -5.99 0.078
H 8.45 -0.31 -3.02 0.136
H 8.91 -1.72 -3.98 0.106
H 5.98 0.69 -3.76 0.108
H 3.68 -0.68 -3.94 0.117
H 7.07 -3.34 -3.92 0.128
H 3.93 -3.96 -4.97 0.093
H 3.19 -3.18 -3.53 0.068
H 4.54 -4.44 -3.43 0.094
C 7.94 5.83 4.53 -0.048
C 9.25 5.19 4.09 -0.186
N 9.25 3.76 4.21 -0.052
C 9.69 2.97 5.28 0.023
C 9.18 1.73 5.05 -0.029
N 8.45 1.78 3.92 -0.058
C 8.52 3.01 3.41 -0.023
C 7.73 0.64 3.29 0.040
H 7.98 5.89 5.65 0.095
H 7.14 5.22 4.22 0.048
H 7.90 6.84 4.13 0.088
H 10.09 5.59 4.67 0.132
H 9.45 5.38 3.03 0.111
H 10.28 3.50 6.04 0.140
H 9.26 0.86 5.69 0.143
H 8.10 3.20 2.41 0.126
H 6.70 0.92 3.02 0.108
H 7.62 -0.20 3.94 0.063
H 8.33 0.28 2.48 0.107
N -1.82 4.66 1.51 -0.297
S -1.34 4.10 3.03 0.541
O 0.01 3.66 2.93 -0.285
O -2.39 3.37 3.74 -0.313
F -1.36 5.44 3.82 -0.163
S -3.30 4.82 0.99 0.402
O -4.19 5.67 1.73 -0.321
O -3.82 3.63 0.50 -0.277
F -2.98 5.73 -0.18 -0.129
N 0.59 3.20 -4.68 -0.310
S -0.83 2.61 -4.30 0.542
O -0.73 1.32 -3.69 -0.273
O -1.80 2.94 -5.26 -0.240
F -1.12 3.70 -3.10 -0.196
S 1.64 2.43 -5.43 0.480
O 2.79 3.19 -5.81 -0.260
O 1.05 1.58 -6.46 -0.307
F 2.14 1.36 -4.34 -0.205
N 1.58 -0.97 4.62 -0.280
S 1.00 -2.35 5.14 0.480
O 1.53 -2.54 6.42 -0.251
O 0.82 -3.37 4.21 -0.265
F -0.55 -2.04 5.44 -0.195
S 1.91 -0.65 3.16 0.368
O 2.04 -1.85 2.41 -0.283
O 2.83 0.35 3.04 -0.213
F 0.56 -0.02 2.72 -0.151
N 0.09 -5.58 -1.42 -0.299
S -0.26 -4.06 -1.81 0.565
O -1.65 -3.87 -2.11 -0.266
O 0.73 -3.36 -2.56 -0.280
F -0.03 -3.29 -0.35 -0.214
S 0.48 -6.38 -2.64 0.539
O -0.27 -6.26 -3.89 -0.285
O 0.90 -7.69 -2.21 -0.305
F 1.98 -5.72 -3.15 -0.239
N -4.68 0.46 0.01 -0.278
S -4.20 -0.77 -0.88 0.519
O -3.37 -0.34 -2.01 -0.290
O -5.17 -1.81 -1.17 -0.306
F -3.16 -1.55 0.07 -0.207
S -5.94 0.31 1.01 0.491
O -6.05 -0.92 1.70 -0.266
O -7.15 0.88 0.42 -0.300
F -5.47 1.35 2.08 -0.149
N 6.44 4.77 -0.62 -0.298
S 6.52 5.58 0.82 0.500
O 5.64 6.71 0.64 -0.298
O 7.87 5.68 1.36 -0.293
F 5.73 4.66 1.77 -0.172
S 7.05 3.16 -0.56 0.625
O 8.02 2.85 0.51 -0.339
O 7.39 2.71 -1.95 -0.325
F 5.71 2.51 -0.04 -0.197
N 5.85 -3.40 1.61 -0.302
S 6.80 -4.59 1.06 0.492
O 6.01 -5.48 0.23 -0.319
O 7.75 -5.17 1.90 -0.235
F 7.63 -3.84 -0.05 -0.172
S 6.02 -2.68 2.97 0.447
O 5.32 -1.40 2.95 -0.321
O 7.31 -2.58 3.51 -0.274
F 5.17 -3.48 4.02 -0.164
N 8.22 -6.25 -4.05 -0.301
S 9.28 -5.19 -3.57 0.465
O 10.24 -5.74 -2.71 -0.227
O 8.74 -3.97 -3.24 -0.285
F 10.10 -4.92 -4.91 -0.178
S 6.83 -6.35 -4.70 0.545
O 6.83 -7.35 -5.71 -0.266
O 6.16 -5.08 -5.12 -0.361
F 5.95 -6.78 -3.44 -0.192
```

no.,energy (hartree)
1,-1985.36792
2,-1837.71764
3,-14873.62530